No. 1
# C6H12N

A gas-phase ion, C6H12N (charge +1) (ωB97M-V with the def2-TZVPD basis set, the Open Molecules 2025 dataset).

Net charge: +1
SMILES string: C=[NH+]C(=C)CCC
Max |F| (eV/A): 6.01
Orbital gap (eV): 8.8
2S+1: 1
Relative energy (zero: lowest compared OMol25 entry of this formula, charge and spin) (kJ/mol): 320.9

Last column: Mulliken charge in e.
Atoms and positions in Å:
C1 -1.44 1.25 -1.45  -0.12
N1 -0.34 1.19 -0.74  0.18
C2 0.22 -0.18 -0.83  0.30
C3 1.19 -0.65 -1.56  -0.98
C4 -0.41 -1.01 0.24  -0.73
C5 -0.23 -0.69 1.77  -0.29
C6 1.01 0.15 2.10  -1.21
H1 -2.16 2.06 -1.57  0.29
H2 -1.75 0.39 -1.90  0.34
H3 0.07 1.79 -0.07  0.24
H4 1.66 0.06 -2.10  0.35
H5 1.59 -1.65 -1.58  0.32
H6 -0.10 -2.09 -0.03  0.42
H7 -1.59 -0.94 0.11  0.26
H8 -0.32 -1.79 2.14  0.29
H9 -1.13 -0.23 2.20  0.32
H10 1.40 0.01 3.08  0.37
H11 1.76 -0.33 1.33  0.28
H12 0.90 1.15 2.02  0.35


No. 2
# C30H60O10

10 unconnected molecules or ions with the total composition C30H60O10 (ωB97M-V with the def2-TZVPD basis set, the Open Molecules 2025 dataset).

Net charge: 0
SMILES string: CC(C)=O.CC(C)=O.CC(C)=O.CC(C)=O.CC(C)=O.CC(C)=O.CC(C)=O.CC(C)=O.CC(C)=O.CC(C)=O
Max |F| (eV/A): 10.00
Orbital gap (eV): 9.6
2S+1: 1
Relative energy (zero: lowest compared OMol25 entry of this formula, charge and spin) (kJ/mol): 1145.3

Last column: Mulliken charge in e.
Atoms and positions in Å:
C1 0.33 3.62 5.83  -1.14
C2 -0.44 3.66 4.56  0.95
C3 -1.90 3.10 4.73  -0.94
O1 -0.09 4.14 3.54  -0.55
H1 -0.26 4.19 6.55  0.38
H2 1.45 4.02 5.57  0.26
H3 0.29 2.63 6.23  0.30
H4 -2.18 2.00 4.36  0.08
H5 -2.35 3.78 3.97  0.32
H6 -2.36 3.45 5.75  0.38
C4 -1.35 -0.66 -5.29  -1.18
C5 -2.11 -1.83 -4.62  0.59
C6 -2.17 -1.86 -3.15  0.24
O2 -2.40 -2.74 -5.33  -0.54
H7 -1.88 -0.36 -6.16  0.39
H8 -0.34 -0.69 -5.48  0.38
H9 -1.44 0.34 -4.80  0.26
H10 -2.78 -2.74 -2.79  0.33
H11 -2.54 -1.00 -2.72  -0.36
H12 -1.16 -2.08 -2.70  -0.05
C7 2.02 -4.37 -4.21  -1.19
C8 3.05 -3.42 -3.61  0.70
C9 2.65 -2.87 -2.20  -0.32
O3 4.11 -3.16 -4.16  -0.58
H13 1.04 -4.10 -4.19  0.39
H14 2.14 -5.28 -3.66  0.34
H15 2.49 -4.62 -5.20  0.31
H16 1.64 -3.07 -1.89  -0.12
H17 2.97 -1.69 -2.11  0.03
H18 3.44 -3.31 -1.55  0.41
C10 -3.84 1.30 -0.90  -0.51
C11 -3.38 2.70 -0.33  0.85
C12 -3.10 3.64 -1.48  -1.23
O4 -3.51 3.05 0.82  -0.53
H19 -3.98 0.33 -0.24  0.07
H20 -3.26 1.00 -1.82  -0.13
H21 -4.89 1.21 -1.40  0.44
H22 -3.86 3.74 -2.22  0.43
H23 -2.30 3.24 -2.17  0.26
H24 -2.84 4.70 -1.12  0.32
C13 -1.23 -6.48 1.30  -1.22
C14 -0.87 -5.02 1.32  0.66
C15 -0.56 -4.30 0.04  -0.91
O5 -0.64 -4.46 2.40  -0.50
H25 -2.31 -6.47 1.00  0.29
H26 -1.10 -6.88 2.22  0.40
H27 -0.90 -7.18 0.38  0.27
H28 -1.25 -4.55 -0.74  0.41
H29 0.42 -4.45 -0.34  0.39
H30 -0.63 -3.30 0.33  0.20
C16 6.29 1.30 -0.32  -1.42
C17 4.99 2.33 -0.16  0.47
C18 3.64 1.69 0.08  0.33
O6 5.15 3.51 -0.16  -0.52
H31 5.96 0.25 -0.62  0.29
H32 6.69 1.23 0.52  0.46
H33 6.92 1.65 -0.98  0.47
H34 3.78 0.66 -0.22  0.00
H35 2.93 2.11 -0.78  -0.30
H36 3.41 1.97 1.24  0.22
C19 -5.15 -0.11 3.24  -1.02
C20 -4.21 -1.29 3.53  0.63
C21 -3.38 -1.87 2.47  -0.15
O7 -4.42 -1.84 4.59  -0.57
H37 -6.12 0.30 3.56  0.40
H38 -5.49 -0.11 2.27  0.33
H39 -4.51 0.89 3.10  0.07
H40 -2.77 -2.69 2.86  0.23
H41 -2.76 -1.19 2.05  -0.23
H42 -4.14 -2.25 1.64  0.34
C22 0.71 -1.99 4.32  -1.06
C23 0.13 -0.61 4.53  0.91
C24 -1.01 -0.37 5.50  -0.99
O8 0.67 0.35 3.93  -0.55
H43 1.08 -1.98 3.19  0.18
H44 -0.01 -2.82 4.76  0.24
H45 1.65 -2.02 4.64  0.52
H46 -0.81 -0.88 6.42  0.48
H47 -1.78 -0.85 5.22  0.20
H48 -1.24 0.77 5.75  0.02
C25 0.99 0.75 -1.34  -0.79
C26 -0.19 0.54 -0.28  0.63
C27 -0.37 1.56 0.83  -0.64
O9 -0.96 -0.43 -0.39  -0.47
H49 1.24 1.78 -1.22  0.68
H50 0.88 0.23 -2.33  0.22
H51 1.99 0.38 -1.03  -0.05
H52 -1.11 1.23 1.68  -0.05
H53 -0.67 2.63 0.56  0.32
H54 0.65 1.85 1.36  0.11
C28 3.69 3.38 -5.86  -0.90
C29 4.03 4.02 -4.58  0.67
C30 3.20 3.82 -3.37  -0.30
O10 5.09 4.70 -4.65  -0.57
H55 4.44 3.16 -6.61  0.37
H56 2.85 3.93 -6.51  0.22
H57 3.38 2.21 -5.74  0.17
H58 3.66 3.53 -2.50  -0.09
H59 2.67 2.83 -3.30  0.14
H60 2.51 4.80 -3.20  0.27


No. 3
# C14H21N3O4STb

A molecular structure, C14H21N3O4STb (ωB97M-V with the def2-TZVPD basis set, the Open Molecules 2025 dataset).

Net charge: +3
Max |F| (eV/A): 5.93
Orbital gap (alpha / beta) (eV): 6.0 / 4.8
2S+1: 7

Last column: Mulliken charge in e.
Atoms and positions in Å:
C1 -3.70 -0.78 1.64  -1.36
C2 -2.55 -1.22 0.77  0.81
C3 -2.63 -2.63 0.21  -0.88
N1 -1.58 -0.39 0.61  -0.34
C4 -1.07 -0.21 -0.73  1.48
C5 -0.76 1.32 -0.86  -1.75
C6 0.04 1.91 0.31  -0.10
C7 0.51 3.37 -0.06  -0.77
C8 2.08 3.60 0.08  -0.44
N2 2.30 4.61 1.09  -0.13
O1 -2.03 -0.42 -1.81  -0.42
S1 -1.40 -1.25 -3.06  1.21
O2 -0.78 -0.35 -3.93  -0.50
O3 -2.27 -2.14 -3.69  -0.54
O4 -0.31 -2.09 -2.14  -0.73
C9 0.14 -1.05 -1.24  0.13
C10 1.31 -1.37 -0.23  -1.26
C11 0.97 -2.02 1.10  0.40
C12 2.18 -2.26 1.89  -0.68
C13 3.37 -1.88 1.31  -0.38
N3 3.60 -1.31 0.15  -0.52
C14 2.56 -1.06 -0.62  -0.16
H1 -3.28 -0.63 2.64  0.34
H2 -4.46 -1.56 1.73  0.42
H3 -4.12 0.16 1.30  0.34
H4 -2.53 -2.69 -0.87  0.12
H5 -1.88 -3.24 0.74  0.03
H6 -3.59 -3.08 0.46  0.55
H7 -0.32 1.55 -1.83  0.55
H8 -1.74 1.81 -0.84  0.45
H9 0.93 1.33 0.57  0.10
H10 -0.57 1.95 1.21  0.42
H11 0.01 4.03 0.64  0.43
H12 0.21 3.55 -1.09  0.48
H13 2.44 3.98 -0.88  0.36
H14 2.64 2.70 0.32  0.37
H15 2.74 4.25 1.94  0.34
H16 2.85 5.38 0.71  0.35
H17 0.63 -0.35 -1.92  0.74
H18 -0.06 -2.27 1.45  0.38
H19 2.11 -2.72 2.87  0.52
H20 4.26 -2.07 1.90  0.47
H21 2.73 -0.59 -1.58  0.72
Tb1 0.99 -3.87 -0.23  1.45


No. 4
# C7H17F3INO4STa

A molecular structure, C7H17F3INO4STa (ωB97M-V with the def2-TZVPD basis set, the Open Molecules 2025 dataset).

Net charge: -1
Max |F| (eV/A): 7.84
Orbital gap (eV): 7.0
2S+1: 1

Last column: Mulliken charge in e.
Atoms and positions in Å:
C1 3.89 -1.07 -0.09  -0.64
C2 3.50 0.51 -0.35  -0.47
N1 2.18 0.57 -1.09  -0.57
Ta1 0.48 0.61 0.33  0.89
C3 -0.11 -1.49 -0.49  -1.09
C4 -1.72 -1.66 -0.74  0.08
C5 -2.15 -3.22 -0.35  -0.93
I1 -3.18 -3.35 1.60  -0.06
C6 -1.25 0.61 1.87  -0.16
O1 -0.70 0.68 3.26  -0.26
O2 0.00 1.80 3.27  -0.33
S1 -0.86 1.83 -1.46  0.52
O3 -1.09 0.94 -2.74  -0.57
O4 0.03 3.03 -1.96  -0.58
C7 -2.50 2.55 -0.90  0.56
F1 -2.41 3.49 0.24  -0.21
F2 -3.04 3.33 -2.07  -0.25
F3 -3.48 1.42 -0.67  -0.24
H1 4.60 -1.12 0.86  0.23
H2 4.43 -1.44 -1.08  0.28
H3 2.93 -1.76 0.02  0.12
H4 4.31 1.03 -1.06  0.25
H5 3.48 1.16 0.63  0.29
H6 2.07 -0.20 -1.79  0.22
H7 1.11 2.26 0.92  -0.01
H8 1.60 -0.16 1.62  -0.14
H9 0.29 -2.38 0.20  0.29
H10 0.41 -1.61 -1.56  0.17
H11 -2.39 -0.86 -0.23  0.06
H12 -1.91 -1.57 -1.92  0.29
H13 -1.19 -3.91 -0.32  0.41
H14 -2.93 -3.56 -1.16  0.38
H15 -2.02 1.48 1.78  0.28
H16 -1.79 -0.46 1.83  -0.09
H17 -0.61 2.52 3.61  0.30


No. 5
# C39H72AlIN2O20P

A molecular structure, C39H72AlIN2O20P (ωB97M-V with the def2-TZVPD basis set, the Open Molecules 2025 dataset).

Net charge: -1
Max |F| (eV/A): 1.82
Orbital gap (eV): 5.2
2S+1: 1

Last column: Mulliken charge in e.
Atoms and positions in Å:
C1 5.54 1.06 2.62  -1.11
C2 4.12 1.58 2.94  -0.18
P1 3.71 3.15 2.02  -0.04
C3 1.86 3.20 2.18  -0.91
Al1 4.29 2.66 -0.20  -0.34
C4 6.25 2.92 -0.53  -1.03
C5 6.93 3.90 0.46  -0.28
C6 6.71 5.38 0.09  -0.60
C7 8.00 6.24 0.08  -0.93
C8 8.40 6.73 -1.33  -0.84
C9 7.65 8.00 -1.78  -0.48
O1 6.62 7.64 -2.69  -0.28
C10 5.98 8.74 -3.28  -0.77
O2 3.46 3.66 -1.52  -0.65
C11 3.32 2.66 -2.50  0.73
C12 2.72 3.14 -3.82  -0.76
N1 3.73 3.54 -4.80  -0.44
C13 3.89 2.64 -5.95  -0.84
C14 2.68 1.44 -1.70  -0.30
I1 2.09 -0.24 -3.01  -0.20
O3 1.58 1.85 -0.93  0.00
C15 0.43 2.30 -1.63  -0.44
C16 -0.03 3.63 -1.02  -0.09
N2 -1.05 4.28 -1.83  -0.33
C17 -2.34 4.57 -1.21  -0.29
C18 -2.50 6.07 -0.90  0.42
C19 -3.09 6.40 0.47  -1.38
O4 -3.30 6.65 -1.95  -0.57
O5 3.64 1.03 -0.84  -0.35
H1 6.30 1.85 2.71  0.24
H2 5.83 0.25 3.30  0.41
H3 5.57 0.68 1.59  0.32
H4 3.41 0.79 2.62  0.26
H5 4.00 1.73 4.01  0.08
H6 1.54 4.20 1.86  0.33
H7 1.34 2.43 1.61  0.07
H8 1.60 3.09 3.24  0.47
H9 6.33 3.38 -1.54  0.46
H10 6.80 1.97 -0.59  0.52
H11 6.53 3.76 1.48  0.04
H12 8.01 3.68 0.54  0.35
H13 6.02 5.84 0.81  0.36
H14 6.24 5.46 -0.90  0.30
H15 7.88 7.12 0.71  0.44
H16 8.84 5.67 0.48  0.43
H17 8.13 5.96 -2.07  0.37
H18 9.48 6.90 -1.40  0.41
H19 8.34 8.70 -2.28  0.44
H20 7.19 8.50 -0.91  0.32
H21 5.65 8.45 -4.28  0.22
H22 5.09 9.03 -2.70  0.27
H23 6.64 9.61 -3.36  0.33
H24 4.33 2.26 -2.70  0.37
H25 2.08 4.01 -3.60  -0.01
H26 2.08 2.37 -4.26  0.50
H27 4.62 3.63 -4.33  0.34
H28 3.39 1.68 -5.79  0.25
H29 3.50 3.10 -6.86  0.26
H30 4.95 2.43 -6.12  0.31
H31 0.62 2.43 -2.70  0.22
H32 -0.36 1.54 -1.53  0.20
H33 -0.39 3.48 0.00  0.31
H34 0.87 4.27 -0.94  -0.04
H35 -1.17 3.82 -2.72  0.29
H36 -2.48 4.00 -0.28  -0.18
H37 -3.15 4.28 -1.89  0.54
H38 -1.49 6.50 -0.95  0.15
H39 -3.06 7.49 0.61  0.48
H40 -2.50 5.95 1.26  0.29
H41 -4.14 6.08 0.53  0.28
H42 -3.36 7.58 -1.77  0.31
C20 -4.56 -0.59 0.55  -1.37
C21 -4.36 0.31 1.75  0.50
C22 -5.61 0.99 2.25  -0.54
O6 -5.11 2.21 2.79  -0.36
C23 -3.95 2.51 2.15  0.51
O7 -3.41 3.56 2.22  -0.47
O8 -3.53 1.45 1.43  -0.22
H43 -4.62 -0.01 -0.36  0.32
H44 -3.74 -1.29 0.45  0.32
H45 -5.49 -1.17 0.66  0.38
H46 -3.87 -0.23 2.57  0.26
H47 -6.14 0.44 3.02  0.32
H48 -6.30 1.23 1.43  0.32
C24 2.88 -1.33 8.53  -1.38
C25 3.89 -0.21 8.42  0.46
C26 3.29 1.17 8.24  -0.50
O9 4.28 1.85 7.47  -0.32
C27 4.96 0.91 6.76  0.65
O10 5.68 1.15 5.85  -0.49
O11 4.68 -0.33 7.23  -0.35
H49 2.52 -1.60 7.54  0.35
H50 3.33 -2.22 8.97  0.34
H51 2.04 -1.03 9.15  0.36
H52 4.58 -0.22 9.27  0.26
H53 3.12 1.70 9.18  0.31
H54 2.36 1.14 7.67  0.32
C28 -2.60 -5.82 -2.98  -1.27
C29 -3.12 -4.40 -2.99  0.46
C30 -2.66 -3.54 -1.84  -0.56
O12 -3.77 -2.65 -1.65  -0.22
C31 -4.88 -3.28 -2.08  0.61
O13 -5.99 -2.93 -1.85  -0.56
O14 -4.56 -4.38 -2.79  -0.35
H55 -3.18 -6.44 -2.29  0.20
H56 -2.70 -6.27 -3.97  0.37
H57 -1.55 -5.85 -2.70  0.39
H58 -2.92 -3.91 -3.95  0.22
H59 -1.76 -2.97 -2.06  0.42
H60 -2.51 -4.11 -0.93  0.30
C32 -7.22 -10.88 -3.42  -1.43
C33 -6.62 -9.56 -3.00  0.60
C34 -6.06 -8.73 -4.14  -0.49
O15 -5.00 -8.02 -3.49  -0.29
C35 -4.58 -8.76 -2.44  0.63
O16 -3.58 -8.56 -1.83  -0.56
O17 -5.45 -9.76 -2.18  -0.33
H61 -6.44 -11.63 -3.56  0.34
H62 -7.89 -11.26 -2.65  0.30
H63 -7.80 -10.78 -4.34  0.38
H64 -7.34 -8.98 -2.42  0.20
H65 -6.78 -8.03 -4.55  0.34
H66 -5.65 -9.35 -4.93  0.30
C36 -6.98 -9.40 3.15  -1.47
C37 -7.02 -9.68 1.67  0.65
C38 -8.41 -9.71 1.06  -0.53
O18 -8.27 -10.65 -0.01  -0.33
C39 -7.26 -11.50 0.33  0.67
O19 -7.03 -12.53 -0.22  -0.54
O20 -6.57 -11.02 1.38  -0.35
H67 -7.22 -10.30 3.71  0.36
H68 -5.98 -9.08 3.46  0.36
H69 -7.68 -8.61 3.42  0.36
H70 -6.37 -8.99 1.12  0.19
H71 -8.73 -8.75 0.67  0.32
H72 -9.16 -10.09 1.76  0.32


> Among the records above, which one has the highest max |F|?

C30H60O10